Entry 1:
C39H53AsBrCuN3O3P as an isolated structure. Source: the Open Molecules 2025 dataset; level of theory: ωB97M-V/def2-TZVPD.

Last column: Mulliken charge in e.
Cartesian coordinates (Å):
Cu (0.792, 1.213, 0.700)  -0.36
C (5.019, -2.281, 0.703)  -1.36
C (4.583, -1.039, 1.423)  0.20
C (5.200, -0.594, 2.584)  -0.52
C (4.753, 0.560, 3.210)  -0.83
C (3.686, 1.221, 2.630)  -0.19
Br (3.083, 2.843, 3.427)  -0.14
N (3.061, 0.820, 1.545)  0.20
C (3.509, -0.292, 0.958)  -0.08
H (5.997, -2.611, 1.053)  0.43
H (5.077, -2.110, -0.373)  0.24
H (4.300, -3.082, 0.874)  0.21
H (6.036, -1.142, 3.001)  0.43
H (5.218, 0.943, 4.106)  0.48
H (2.977, -0.598, 0.064)  0.66
C (-1.722, 4.977, -0.866)  -2.12
C (-1.568, 3.506, -1.205)  1.66
C (-1.028, 3.208, -2.389)  -1.42
C (-0.733, 1.857, -2.965)  1.86
C (-0.505, 2.003, -4.469)  -2.55
C (-1.920, 0.268, -1.230)  0.13
As (-0.551, -1.198, -0.785)  0.28
N (0.065, -0.671, 0.863)  2.44
C (0.787, -1.599, 1.574)  -0.27
C (1.097, -2.905, 1.136)  -0.22
C (1.786, -3.798, 1.943)  -1.12
C (2.219, -3.439, 3.212)  -0.92
C (1.935, -2.151, 3.661)  -0.86
C (1.241, -1.259, 2.871)  -0.19
C (-1.976, -2.599, -0.473)  0.21
C (-2.539, -3.047, 0.741)  0.37
C (-2.028, -2.716, 2.123)  -0.51
C (-3.632, -3.912, 0.713)  -0.81
C (-4.194, -4.379, -0.463)  0.59
C (-5.393, -5.287, -0.455)  -1.63
C (-3.610, -3.972, -1.648)  -0.55
C (-2.521, -3.107, -1.671)  0.44
C (-2.001, -2.764, -3.051)  -2.19
C (-2.201, 1.253, -0.149)  0.89
C (-2.797, 0.648, 1.091)  -1.89
C (-2.041, 2.587, -0.172)  -1.01
H (-2.531, 5.423, -1.447)  0.35
H (-0.807, 5.522, -1.100)  0.41
H (-1.950, 5.128, 0.188)  0.36
H (-0.718, 4.043, -3.011)  0.29
H (0.323, 2.692, -4.635)  0.54
H (-1.386, 2.394, -4.976)  0.48
H (-0.245, 1.036, -4.902)  0.38
H (0.770, -3.233, 0.155)  0.36
H (1.987, -4.796, 1.568)  0.41
H (2.755, -4.141, 3.837)  0.38
H (2.262, -1.841, 4.649)  0.38
H (1.039, -0.256, 3.228)  0.28
H (-1.623, -1.715, 2.199)  -0.88
H (-1.223, -3.399, 2.400)  0.41
H (-2.832, -2.835, 2.849)  0.45
H (-4.054, -4.237, 1.659)  0.36
H (-5.554, -5.718, 0.533)  0.35
H (-5.273, -6.103, -1.169)  0.38
H (-6.296, -4.739, -0.732)  0.30
H (-4.003, -4.340, -2.592)  0.44
H (-1.989, -3.662, -3.670)  0.66
H (-0.990, -2.362, -3.039)  0.24
H (-2.651, -2.036, -3.545)  0.32
H (-2.039, 0.042, 1.587)  -0.33
H (-3.638, -0.004, 0.841)  0.32
H (-3.147, 1.421, 1.776)  0.41
H (-2.346, 3.096, 0.737)  0.15
C (-1.251, 0.595, 5.196)  -0.90
C (-1.600, 1.879, 4.435)  -0.41
C (-0.715, 2.064, 3.290)  0.40
N (-0.016, 2.132, 2.385)  -0.42
H (-1.935, 0.471, 6.034)  0.42
H (-0.233, 0.639, 5.580)  0.30
H (-1.330, -0.275, 4.545)  0.08
H (-1.522, 2.755, 5.080)  0.42
H (-2.622, 1.837, 4.056)  0.22
C (-3.186, 1.234, -3.147)  -1.76
C (-1.797, 0.787, -2.675)  -0.34
O (0.544, 1.318, -2.504)  -0.34
P (1.477, 1.783, -1.293)  1.62
O (2.783, 0.920, -1.676)  -0.23
C (3.195, 0.820, -3.056)  -0.31
C (2.935, -0.592, -3.530)  -0.79
O (1.888, 3.284, -1.767)  -0.32
C (2.795, 3.969, -0.889)  0.23
C (2.601, 5.460, -1.046)  -1.37
H (-3.865, 0.378, -3.148)  0.45
H (-3.173, 1.647, -4.155)  0.45
H (-3.598, 1.988, -2.476)  0.31
H (-1.497, -0.071, -3.284)  0.59
H (-2.803, -0.379, -1.258)  1.13
H (4.258, 1.063, -3.092)  0.48
H (2.657, 1.548, -3.661)  0.16
H (3.468, -1.303, -2.898)  0.21
H (3.282, -0.716, -4.558)  0.42
H (1.868, -0.815, -3.477)  -0.04
H (3.816, 3.678, -1.146)  0.27
H (2.609, 3.665, 0.148)  -0.07
H (2.736, 5.757, -2.086)  0.33
H (3.329, 5.992, -0.431)  0.43
H (1.600, 5.753, -0.727)  0.22

Output
- HOMO level (hartree) = -0.2276
- HOMO-LUMO gap (eV) = 6.7
- largest force on an atom (eV Å⁻¹) = 0.29

---

Entry 2:
An isolated ion of composition C5H8N and charge +1 in a non-equilibrium geometry. Source: the Open Molecules 2025 dataset; level of theory: ωB97M-V/def2-TZVPD.

Last column: Mulliken charge in e.
Cartesian coordinates (Å):
C (2.965, 0.060, -0.387)  0.14
C (1.740, 0.206, -0.245)  -0.76
C (-0.081, 0.526, 0.154)  0.74
C (-0.310, 1.977, 0.026)  -1.05
N (-0.874, -0.479, 0.265)  -0.11
C (-0.457, -1.897, 0.180)  -0.77
H (3.988, -0.187, -0.410)  0.46
H (-1.268, 2.170, 0.554)  0.36
H (-0.296, 2.351, -0.980)  0.33
H (0.596, 2.517, 0.496)  0.35
H (-1.731, -0.232, 0.782)  0.34
H (0.159, -2.104, 1.064)  0.37
H (-1.350, -2.620, 0.094)  0.30
H (0.137, -2.089, -0.716)  0.32

Output
- energy relative to the best compared isomer or geometry (same formula, charge and spin) (kJ/mol) = 451.7
- structure (SMILES) = C#C/C(C)=[NH+]\C
- net charge = +1
- HOMO level (hartree) = -0.5450
- HOMO-LUMO gap (eV) = 9.6
- largest force on an atom (eV Å⁻¹) = 6.74

---

Entry 3:
One molecule with the formula C4H7N3. Source: the Open Molecules 2025 dataset; level of theory: ωB97M-V/def2-TZVPD.

Last column: Mulliken charge in e.
Cartesian coordinates (Å):
C (0.127, 1.299, 2.171)  -1.08
C (-0.013, 0.326, 1.045)  0.02
C (0.313, 0.449, -0.284)  0.18
N (-0.075, -0.726, -0.834)  0.60
C (-0.102, -1.125, -2.226)  -0.72
N (-0.606, -1.528, 0.089)  -0.66
N (-0.567, -0.905, 1.225)  -0.35
H (-0.838, 1.442, 2.667)  0.29
H (0.833, 0.936, 2.925)  0.27
H (0.477, 2.271, 1.811)  0.29
H (0.779, 1.236, -0.861)  0.32
H (-1.139, -1.179, -2.570)  0.27
H (0.366, -2.106, -2.336)  0.26
H (0.444, -0.391, -2.822)  0.30

Output
- energy relative to the best compared isomer or geometry (same formula, charge and spin) (kJ/mol) = 72.2
- structure (SMILES) = Cc1cn(C)nn1
- HOMO level (hartree) = -0.3421
- HOMO-LUMO gap (eV) = 10.2
- largest force on an atom (eV Å⁻¹) = 0.22

---

Entry 4:
C31H27BiI2N2O5 as an isolated structure. Source: the Open Molecules 2025 dataset; level of theory: ωB97M-V/def2-TZVPD.

Last column: Mulliken charge in e.
Cartesian coordinates (Å):
Bi (-0.872, -0.935, 0.924)  0.78
C (-0.207, -4.020, 1.573)  -0.73
C (0.089, -3.655, 2.887)  -0.41
C (1.407, -3.459, 3.275)  -0.38
C (2.431, -3.630, 2.353)  -0.24
C (2.141, -3.991, 1.043)  -0.48
C (0.823, -4.189, 0.650)  -0.20
H (-1.232, -4.220, 1.283)  0.62
H (-0.713, -3.528, 3.606)  0.39
H (1.634, -3.163, 4.292)  0.39
H (3.459, -3.473, 2.656)  0.41
H (2.944, -4.120, 0.328)  0.38
H (0.594, -4.468, -0.371)  0.38
I (-3.390, -2.613, -0.389)  -0.03
C (-2.492, -2.074, -2.212)  0.00
C (-3.293, -2.246, -3.302)  -0.58
C (-2.780, -2.038, -4.600)  -0.74
C (-1.471, -1.709, -4.754)  -0.99
C (-0.625, -1.523, -3.631)  1.34
C (0.733, -1.181, -3.842)  -0.86
C (1.566, -0.953, -2.793)  -1.13
C (1.064, -1.015, -1.476)  -0.39
C (-0.243, -1.343, -1.211)  0.23
C (-1.128, -1.653, -2.300)  0.31
H (-4.320, -2.563, -3.176)  0.41
H (-3.430, -2.167, -5.458)  0.41
H (-1.045, -1.580, -5.743)  0.39
H (1.089, -1.098, -4.863)  0.36
H (2.604, -0.691, -2.960)  0.46
H (1.724, -0.761, -0.654)  0.66
C (-1.458, 2.059, -3.197)  -0.95
C (-2.657, 2.528, -2.371)  -1.45
C (-2.307, 2.800, -0.897)  2.67
C (-3.545, 3.326, -0.139)  -1.33
C (-3.287, 3.608, 1.341)  -1.19
C (-1.230, 3.868, -0.834)  -0.32
O (-1.393, 4.969, -1.312)  -0.63
N (-0.062, 3.532, -0.194)  0.14
C (0.309, 2.275, 0.300)  -0.09
O (1.427, 2.108, 0.725)  -0.65
N (-0.664, 1.295, 0.262)  0.03
C (-1.878, 1.494, -0.270)  0.18
O (-2.666, 0.531, -0.244)  -0.68
H (-1.775, 1.761, -4.198)  0.49
H (-0.967, 1.193, -2.739)  0.07
H (-0.718, 2.855, -3.306)  0.31
H (-3.440, 1.770, -2.382)  0.50
H (-3.062, 3.452, -2.784)  0.45
H (-4.331, 2.577, -0.248)  0.44
H (-3.861, 4.238, -0.644)  0.48
H (-2.851, 2.744, 1.850)  0.25
H (-4.221, 3.849, 1.849)  0.47
H (-2.611, 4.455, 1.473)  0.29
H (0.657, 4.239, -0.153)  0.29
I (7.106, 1.290, 4.769)  0.08
C (5.205, 0.852, 4.018)  -0.01
C (4.083, 1.279, 4.716)  -0.58
C (2.823, 0.986, 4.209)  -0.54
C (2.691, 0.267, 3.029)  0.59
C (3.824, -0.154, 2.344)  -0.22
C (5.090, 0.140, 2.832)  -0.81
C (1.322, -0.036, 2.504)  0.36
O (0.313, 0.463, 3.010)  -0.81
O (1.276, -0.815, 1.467)  -0.28
H (4.187, 1.831, 5.640)  0.39
H (1.929, 1.318, 4.722)  0.47
H (3.705, -0.711, 1.423)  0.44
H (5.974, -0.176, 2.295)  0.39

Output
- energy relative to the best compared isomer or geometry (same formula, charge and spin) (kJ/mol) = 14.7
- HOMO level (hartree) = -0.3153
- HOMO-LUMO gap (eV) = 8.5
- largest force on an atom (eV Å⁻¹) = 0.70

---

Which of these has the highest HOMO-LUMO gap?
C4H7N3

---

Among the records above, which one has the lowest largest force on an atom?
C4H7N3